[1]
{"formula": "C10H36N14O8", "method": "ωB97M-V/def2-TZVPD", "homo_lumo_gap_ev": 9.2, "e_homo_ev": -9.58, "relative_energy_kcal_mol": 153.9, "symbols": ["N", "C", "N", "O", "H", "H", "H", "H", "N", "C", "N", "O", "H", "H", "H", "H", "N", "C", "N", "O", "H", "H", "H", "H", "N", "C", "N", "O", "H", "H", "H", "H", "N", "C", "N", "O", "H", "H", "H", "H", "N", "C", "N", "O", "H", "H", "H", "H", "N", "C", "N", "O", "H", "H", "H", "H", "C", "C", "C", "O", "H", "H", "H", "H", "H", "H", "H", "H"], "positions_angstrom": [[9.98901, 2.15096, -10.78178], [8.83649, 1.79352, -11.33901], [8.31753, 0.82809, -10.61051], [8.24237, 2.33506, -12.27586], [10.50899, 1.36603, -10.41624], [10.26979, 3.11658, -10.68778], [7.37360, 0.55755, -10.84696], [8.79750, 0.40044, -9.83151], [5.18094, 2.33356, -17.41692], [4.66811, 1.76645, -18.43930], [4.10987, 2.59730, -19.27646], [4.69993, 0.53041, -18.64250], [5.52785, 1.79250, -16.63781], [5.18328, 3.33623, -17.29548], [4.10935, 3.57928, -19.04021], [3.79561, 2.20791, -20.15380], [6.57580, 2.42880, -5.11310], [7.29692, 3.10487, -4.28161], [6.48292, 4.06527, -3.87974], [8.46226, 2.90726, -3.92650], [5.60364, 2.69138, -5.19093], [6.94429, 1.53930, -5.41821], [5.50795, 4.19908, -4.10696], [6.90233, 4.67786, -3.19496], [2.60786, 1.07326, -11.01506], [1.79374, 0.38723, -10.32313], [1.88926, -0.83783, -10.65241], [1.00645, 0.84559, -9.58619], [3.08616, 0.54055, -11.72749], [2.47626, 2.06652, -11.14229], [1.27456, -1.50968, -10.21552], [2.67184, -1.10638, -11.23169], [1.85930, 13.90375, -14.46989], [1.33064, 14.94764, -14.01262], [2.07161, 15.56741, -13.13302], [0.23288, 15.35606, -14.41243], [1.35393, 13.56557, -15.27632], [2.86604, 13.84423, -14.41470], [2.93808, 15.16783, -12.80188], [1.92911, 16.56525, -13.06898], [-4.58704, 5.91903, -10.56814], [-3.94758, 6.00318, -9.45048], [-2.83483, 5.39609, -9.54982], [-4.29590, 6.75707, -8.55645], [-5.39897, 6.50220, -10.71233], [-4.03156, 5.58103, -11.34099], [-2.78628, 4.68907, -10.26945], [-2.14036, 5.57781, -8.83932], [2.12972, 6.55376, -16.61832], [0.94361, 6.08194, -16.49711], [0.76323, 5.62673, -15.29404], [0.13603, 5.97176, -17.39332], [2.63628, 6.44670, -15.75112], [2.39303, 7.03924, -17.46394], [1.46111, 5.92407, -14.62722], [0.00756, 4.98056, -15.11652], [3.89284, 8.67249, -11.58074], [4.11241, 7.30860, -11.00404], [3.25024, 6.95676, -9.79443], [4.08081, 6.40056, -12.05069], [4.07894, 9.48413, -10.87739], [2.95384, 8.90863, -12.08135], [4.68181, 8.77374, -12.32597], [5.16182, 7.08396, -10.81330], [2.36112, 7.57624, -9.67699], [3.87921, 7.07157, -8.91164], [2.79277, 5.96831, -9.83666], [5.00283, 6.14123, -12.11579]]}

=====

[2]
{"formula": "C10H36N18O12", "method": "ωB97M-V/def2-TZVPD", "charge": -2, "homo_lumo_gap_ev": 5.0, "e_homo_ev": -1.31, "relative_energy_kcal_mol": 259.7, "symbols": ["C", "O", "O", "O", "C", "O", "N", "N", "H", "H", "H", "H", "C", "O", "N", "N", "H", "H", "H", "H", "C", "O", "N", "N", "H", "H", "H", "H", "C", "O", "N", "N", "H", "H", "H", "H", "C", "O", "N", "N", "H", "H", "H", "H", "C", "O", "N", "N", "H", "H", "H", "H", "C", "O", "N", "N", "H", "H", "H", "H", "C", "O", "N", "N", "H", "H", "H", "H", "C", "O", "N", "N", "H", "H", "H", "H"], "positions_angstrom": [[-0.14322, 0.16025, -0.17235], [0.90685, 0.67413, -0.57729], [-0.41895, -1.02133, -0.32384], [-0.82133, 0.92913, 0.48188], [-3.12571, 3.53993, -3.15502], [-3.43852, 3.91907, -4.24402], [-2.82639, 4.34971, -2.18652], [-3.08354, 2.26779, -2.91542], [-2.50999, 3.91121, -1.33345], [-2.94916, 5.35021, -2.12310], [-2.67085, 2.05370, -2.01879], [-3.31984, 1.53811, -3.57255], [-4.49152, -1.90231, 2.04925], [-5.53547, -2.33789, 2.65608], [-3.37752, -2.54828, 1.93470], [-4.33363, -0.72079, 1.46423], [-2.71385, -2.19957, 1.25791], [-3.21245, -3.40019, 2.45152], [-5.09557, -0.05828, 1.48947], [-3.36338, -0.48058, 1.31927], [-0.07317, 5.17194, 2.57594], [0.35812, 6.21122, 3.02801], [-1.29793, 4.77793, 2.50261], [0.72261, 4.41333, 1.81348], [-1.50614, 3.90524, 2.03876], [-2.02416, 5.43633, 2.74592], [1.63729, 4.84069, 1.84216], [0.43772, 3.51697, 1.44543], [0.49628, 0.03428, 5.29796], [1.08313, -0.56796, 6.17726], [0.97983, 1.13271, 4.91438], [-0.51371, -0.28128, 4.61123], [1.74578, 1.60952, 5.36835], [0.39901, 1.59123, 4.22699], [-0.54350, 0.08751, 3.67144], [-0.76020, -1.23566, 4.83148], [5.32265, 1.20260, 0.59339], [6.57893, 1.33255, 0.91176], [4.39682, 0.54035, 1.29710], [4.80330, 1.44337, -0.57168], [3.48160, 0.66817, 0.88950], [4.56942, 0.47622, 2.29017], [3.81780, 1.28061, -0.72135], [5.41650, 1.83820, -1.27038], [0.61063, -5.11893, 3.53364], [0.04604, -4.40740, 4.36818], [0.63515, -4.91312, 2.28836], [1.31669, -6.12411, 3.75745], [1.34802, -5.31984, 1.69972], [0.37564, -3.97158, 2.03094], [1.39016, -6.32773, 4.74399], [1.90571, -6.48297, 3.01963], [1.94426, 3.34496, -4.28406], [2.20187, 4.00981, -5.30349], [1.90349, 2.08112, -4.18673], [1.73211, 3.81877, -3.18746], [1.87235, 1.76243, -3.22883], [1.70720, 1.51272, -4.99820], [1.66520, 4.82551, -3.14178], [1.43980, 3.22924, -2.42123], [-3.19614, -2.19836, -4.11514], [-3.85821, -2.18104, -5.09046], [-3.65332, -2.14937, -2.92691], [-1.89656, -2.33850, -4.04423], [-4.63329, -1.95663, -2.77652], [-3.03131, -1.90251, -2.17043], [-1.26841, -2.41015, -4.83189], [-1.51631, -2.02515, -3.16258], [2.56161, -3.73036, -2.66183], [3.30260, -4.15470, -3.48850], [2.73545, -2.64021, -2.04866], [1.55362, -4.37151, -2.18602], [2.07303, -2.11804, -1.49311], [3.50738, -2.09726, -2.40843], [1.37390, -5.31005, -2.51305], [0.84770, -3.78511, -1.76424]]}

=====

[3]
{"formula": "C10H36N2O7", "method": "ωB97M-V/def2-TZVPD", "s2": 0.7504, "charge": -1, "homo_lumo_gap_ev": [2.0, 9.1], "e_homo_ev": [0.36, -6.78], "multiplicity": 2, "relative_energy_kcal_mol": 0.0, "symbols": ["O", "H", "H", "O", "H", "H", "O", "H", "H", "O", "H", "H", "C", "C", "C", "O", "C", "N", "H", "H", "H", "H", "H", "H", "H", "H", "H", "H", "H", "C", "C", "C", "O", "C", "N", "H", "H", "H", "H", "H", "H", "H", "H", "H", "H", "H", "C", "C", "O", "H", "H", "H", "H", "H", "H"], "positions_angstrom": [[-1.49615, -2.04849, 0.50989], [-0.59296, -2.31513, 0.68134], [-1.53535, -1.13587, 0.79592], [-0.98781, 3.07071, -4.35437], [-0.58929, 3.57091, -3.64217], [-0.24628, 2.76200, -4.87502], [-4.61523, 0.04775, 2.37145], [-4.96683, 0.06792, 3.26151], [-5.35906, 0.27709, 1.81434], [-3.00074, -2.11787, 2.76822], [-3.66372, -1.47769, 2.50965], [-2.46527, -2.23886, 1.98409], [1.85662, -1.69912, -1.91541], [1.34474, -2.50877, -3.04262], [-0.10247, -3.03831, -2.82665], [-0.40946, -3.99529, -3.82811], [-1.45721, -3.60038, -4.63477], [1.44563, -1.65548, -4.20980], [1.45556, -0.70749, -1.70582], [2.92678, -1.49321, -1.89340], [1.68255, -2.29643, -1.02042], [2.03620, -3.33264, -3.21938], [-0.80725, -2.20865, -2.88195], [-0.29974, -3.44767, -1.83588], [-1.39278, -4.09888, -5.60194], [-1.47199, -2.51453, -4.72866], [-2.29122, -3.95980, -4.03198], [1.01208, -2.23928, -4.91073], [0.78127, -0.90323, -4.09648], [1.77861, 3.24980, 2.10074], [1.39309, 1.89803, 2.62648], [2.31849, 1.38752, 3.73777], [3.64445, 1.20778, 3.25353], [4.55285, 1.10943, 4.36552], [-0.01582, 1.87690, 3.02954], [2.76457, 3.26740, 1.63635], [1.69720, 4.04536, 2.84138], [1.18123, 3.53683, 1.23536], [1.53987, 1.28816, 1.73507], [1.89006, 0.48921, 4.18227], [2.28890, 2.07349, 4.58433], [4.30144, 0.34836, 5.10422], [4.69755, 2.08197, 4.83601], [5.52538, 0.78408, 3.99617], [-0.28754, 0.94235, 3.29949], [-0.73063, 1.86648, 2.31608], [-0.85928, 1.54541, -0.71828], [-2.22539, 1.73051, -0.24012], [-2.18945, 1.16565, 1.04435], [-0.19272, 2.14416, -0.09756], [-0.80405, 2.03600, -1.69007], [-0.68741, 0.47940, -0.86727], [-2.84678, 1.09322, -0.86929], [-2.49005, 2.78711, -0.19954], [-3.03518, 0.80209, 1.31666]]}

=====

[4]
{"formula": "C10H36N4O8", "method": "ωB97M-V/def2-TZVPD", "homo_lumo_gap_ev": 8.3, "e_homo_ev": -8.50, "relative_energy_kcal_mol": 81.0, "symbols": ["N", "C", "N", "O", "H", "H", "H", "H", "N", "C", "N", "O", "H", "H", "H", "H", "C", "C", "O", "H", "H", "H", "H", "H", "H", "C", "C", "O", "H", "H", "H", "H", "H", "H", "C", "O", "H", "H", "H", "H", "C", "O", "H", "H", "H", "H", "C", "O", "H", "H", "H", "H", "C", "O", "H", "H", "H", "H"], "positions_angstrom": [[-1.41071, 1.44266, 2.26098], [-2.42471, 0.62866, 1.83198], [-3.52171, 1.22266, 1.61898], [-2.22671, -0.71934, 1.93598], [-0.54271, 1.02266, 2.57398], [-1.36971, 2.49266, 2.42698], [-4.30171, 0.61966, 1.29798], [-3.72171, 2.23166, 1.65698], [1.40229, -1.30534, -1.26602], [0.51529, -1.55034, -0.39202], [-0.30871, -0.58634, -0.09002], [0.33029, -2.77334, 0.18198], [2.13229, -2.02334, -1.41302], [1.73529, -0.38834, -1.64902], [-0.95071, -0.66734, 0.70698], [-0.16971, 0.32266, -0.48602], [1.92329, 1.78866, 2.31298], [1.97429, 0.29866, 2.13698], [0.81829, -0.25934, 2.53698], [1.46829, 2.08866, 3.28598], [1.42929, 2.18166, 1.49198], [2.86629, 2.32266, 2.22498], [2.76729, -0.13534, 2.74698], [2.22629, 0.09366, 1.09898], [0.47629, -0.85934, 1.83898], [4.06229, 0.88266, -1.43902], [2.78329, 1.76366, -1.62402], [1.85929, 1.11866, -2.36102], [4.96629, 1.43466, -1.13502], [4.29329, 0.44466, -2.44702], [3.94129, 0.01766, -0.81102], [3.23429, 2.54966, -2.12602], [2.35629, 2.24066, -0.75302], [1.91029, 1.53366, -3.21302], [-1.98271, -3.92634, -2.11202], [-2.78471, -3.06634, -2.81602], [-0.98371, -3.87634, -2.54402], [-2.37471, -4.93634, -2.22502], [-1.98271, -3.51934, -1.18002], [-2.41771, -2.18134, -2.57002], [-1.06271, 0.40466, -3.42002], [-1.74171, -0.51934, -2.60402], [-1.63271, 0.50866, -4.31402], [-0.10771, 0.06966, -3.69602], [-1.07071, 1.34466, -2.88902], [-1.27171, -0.50934, -1.72302], [-0.87271, -3.29634, 3.40398], [-2.21271, -2.91834, 3.84598], [-0.88071, -3.62134, 2.31698], [-0.50071, -4.11434, 4.07598], [-0.28271, -2.40334, 3.59298], [-2.41271, -2.05134, 3.38998], [-0.60271, 3.45466, -0.82202], [-0.77871, 2.12466, -0.33102], [-0.32871, 3.37266, -1.87402], [0.22529, 3.96166, -0.35002], [-1.48271, 4.09266, -0.76302], [-0.97971, 2.13066, 0.64498]]}